Entry 1:
A structure of composition C44H42O3P2S3Ti. Source: the Open Molecules 2025 dataset; level of theory: ωB97M-V/def2-TZVPD.

Gap between HOMO and LUMO: 7.31 eV

Atoms and positions in Å:
Ti: -17.09 10.64 12.08
S: -18.64 10.37 13.75
S: -18.95 10.51 10.73
S: -15.07 9.09 13.10
P: -13.22 9.76 8.36
P: -16.07 11.02 9.27
O: -15.92 8.90 11.83
O: -15.12 7.97 13.99
O: -15.53 10.40 13.58
C: -14.78 6.54 6.35
C: -16.96 12.70 12.28
C: -17.95 12.77 8.08
C: -17.35 8.56 8.66
C: -16.74 12.61 8.70
C: -16.17 16.79 13.25
C: -13.38 9.26 12.59
C: -17.71 9.20 5.95
C: -11.71 10.49 7.55
C: -20.21 10.91 13.08
C: -21.27 11.18 14.09
C: -17.11 10.12 6.81
C: -20.36 15.33 12.62
C: -18.17 7.99 6.45
C: -18.73 13.86 13.61
C: -21.48 11.65 11.05
C: -15.69 13.16 12.43
C: -15.87 13.72 8.84
C: -18.15 13.59 12.38
C: -16.07 15.65 12.44
C: -9.23 11.40 6.59
C: -20.33 10.98 11.77
C: -17.40 15.08 7.56
C: -13.89 7.94 4.67
C: -18.71 14.18 11.23
C: -13.78 8.64 6.95
C: -14.84 15.75 14.95
C: -18.27 14.00 7.50
C: -17.96 7.65 7.80
C: -15.41 14.53 12.94
C: -14.73 14.62 14.17
C: -14.37 11.26 8.42
C: -16.92 9.81 8.16
C: -10.27 12.28 6.77
C: -14.47 6.73 5.04
C: -16.22 14.95 8.29
C: -15.61 16.85 14.50
C: -9.42 10.06 6.88
C: -13.48 8.88 5.60
C: -19.81 14.72 13.73
C: -11.51 11.83 7.24
C: -19.78 15.06 11.37
C: -14.44 7.49 7.31
C: -10.65 9.61 7.29
H: -18.34 13.41 14.50
H: -10.09 13.29 6.46
H: -14.74 5.99 4.30
H: -20.94 11.99 14.74
H: -12.94 9.76 5.32
H: -14.88 12.45 12.39
H: -16.70 17.65 12.86
H: -14.40 15.74 15.95
H: -8.24 11.78 6.27
H: -15.73 17.74 15.09
H: -21.21 15.98 12.71
H: -17.63 16.03 7.11
H: -15.33 5.63 6.64
H: -19.19 14.15 6.96
H: -14.20 13.74 14.54
H: -18.35 13.98 10.22
H: -16.81 11.05 6.42
H: -21.41 10.34 14.73
H: -18.35 6.72 8.17
H: -18.72 7.30 5.82
H: -18.65 11.94 8.07
H: -16.58 15.61 11.48
H: -22.22 12.00 11.74
H: -13.20 10.00 11.82
H: -14.97 13.68 9.42
H: -12.78 9.44 13.47
H: -21.09 12.50 10.48
H: -13.66 8.09 3.62
H: -8.65 9.35 6.68
H: -20.29 14.84 14.68
H: -14.59 11.76 7.48
H: -14.66 7.23 8.35
H: -20.14 15.63 10.52
H: -22.21 11.42 13.62
H: -13.11 8.27 12.20
H: -12.30 12.59 7.37
H: -13.84 12.02 9.03
H: -21.95 11.02 10.27
H: -17.16 8.35 9.69
H: -17.83 9.42 4.92
H: -10.82 8.58 7.55
H: -15.60 15.79 8.43

Entry 2:
A cluster of 2 separate species, C3H9NO in total. Source: the Open Molecules 2025 dataset; level of theory: ωB97M-V/def2-TZVPD.

SMILES string: C=C(C)N.O
Gap between HOMO and LUMO: 9.50 eV

Atoms and positions in Å:
O: -5.04 -0.23 -3.83
N: 1.28 0.94 0.15
C: 1.40 -1.40 1.12
C: 1.58 0.11 1.24
C: 1.89 0.61 2.44
H: 1.08 -1.69 2.11
H: 2.32 -1.91 0.86
H: 2.12 0.12 3.37
H: 0.64 -1.66 0.38
H: 1.99 1.68 2.63
H: 1.95 0.84 -0.61
H: -4.17 -0.50 -4.15
H: 1.14 1.90 0.35
H: -5.11 0.71 -3.61

Entry 3:
A structure of composition C24H15Br3GaN3O3S. Source: the Open Molecules 2025 dataset; level of theory: ωB97M-V/def2-TZVPD.

Multiplicity: 2
Gap between HOMO and LUMO (alpha / beta): 6.25 / 7.47 eV
Charge: +1

Atoms and positions in Å:
Br: -7.82 -1.43 -0.30
Br: 2.58 0.25 5.52
Br: -5.08 3.49 -0.05
Ga: -1.22 0.53 -0.78
S: -1.42 0.75 -3.99
O: -2.63 1.66 -0.36
O: -1.19 0.53 1.84
O: 0.52 0.44 -0.11
N: -2.55 -0.98 -0.56
N: 4.63 0.24 0.35
N: 2.97 0.31 -1.03
C: 0.11 0.44 2.23
C: 2.83 0.27 2.71
C: 6.51 0.19 -1.37
C: -3.79 -0.40 -0.45
C: -4.96 -1.17 -0.44
C: -2.44 -2.29 -0.67
C: -0.62 0.47 -2.68
C: 4.13 0.27 -1.82
C: 3.29 0.29 0.26
C: -3.79 1.02 -0.34
C: 1.94 0.31 3.74
C: 5.20 0.23 -0.93
C: 0.99 0.39 1.13
C: -4.81 -2.57 -0.56
C: 2.36 0.31 1.38
C: -3.56 -3.13 -0.67
C: -6.19 -0.48 -0.31
C: -2.20 0.72 2.85
C: 4.32 0.27 -3.19
C: -5.01 1.62 -0.22
C: 6.71 0.19 -2.74
C: 0.57 0.41 3.52
C: 5.63 0.23 -3.63
C: -6.21 0.88 -0.20
H: 5.83 0.24 -4.70
H: 5.14 0.23 1.21
H: -7.15 1.40 -0.10
H: 3.48 0.31 -3.88
H: 3.89 0.20 2.92
H: -1.44 -2.69 -0.76
H: -2.00 1.63 3.42
H: -3.43 -4.20 -0.76
H: -5.69 -3.20 -0.56
H: 7.35 0.16 -0.67
H: -0.11 0.44 4.36
H: -2.24 -0.14 3.52
H: 2.00 0.35 -1.33
H: 7.72 0.16 -3.13
H: -3.14 0.82 2.33

Entry 4:
A structure of composition C15H15N3PPt. Source: the Open Molecules 2025 dataset; level of theory: ωB97M-V/def2-TZVPD.

Multiplicity: 5
Gap between HOMO and LUMO (alpha / beta): 6.05 / 6.34 eV
Charge: +1

Atoms and positions in Å:
Pt: -0.05 0.23 0.01
P: -0.56 2.33 0.48
N: -0.02 -0.50 4.14
N: -0.06 1.34 10.72
N: -0.01 -0.48 1.94
C: -0.84 -0.69 -2.09
C: 0.43 0.02 -2.19
C: -0.63 -1.86 -1.29
C: 1.43 -0.76 -1.46
C: 1.03 -0.02 7.67
C: -0.07 0.66 8.20
C: -1.14 0.64 6.03
C: 1.03 -0.41 6.33
C: 0.28 -1.78 2.34
C: -0.04 -0.06 5.50
C: -0.25 0.25 3.04
C: 0.33 -1.78 3.70
C: -0.06 1.05 9.59
C: -1.18 0.94 7.39
C: 0.74 -1.88 -0.86
H: 1.88 -0.27 8.31
H: -1.75 -0.41 -2.62
H: 0.51 -2.58 4.39
H: 1.22 -2.69 -0.34
H: -0.57 1.31 3.09
H: 0.64 0.87 -2.83
H: -1.06 2.98 -0.69
H: 0.59 3.09 0.85
H: 2.50 -0.59 -1.45
H: -1.59 2.50 1.46
H: 0.41 -2.61 1.65
H: 1.88 -0.95 5.91
H: -1.99 0.88 5.37
H: -2.07 1.40 7.83
H: -1.36 -2.64 -1.09